DFT (ωB97M-V/def2-TZVPD) results for a 11-piece molecular cluster, C26H71BBr2ClF3N2O13P overall.

Properties
Spin multiplicity: 1
Orbital gap in Ha: 0.338
Total charge: +1
Max |F| in eV/A: 2.95
Molecular weight in g mol⁻¹: 913.9

Element x y z (Å)
1 C 4.879205 -0.847906 2.080159
2 C 3.733539 -0.578472 1.115881
3 C 3.037770 -1.861527 0.673519
4 O 2.101623 -1.515041 -0.358515
5 C 0.821005 -2.081272 -0.237786
6 P 1.117582 -3.957822 -0.263127
7 N 0.877335 -4.364011 1.377850
8 O -0.108288 -4.750172 -1.024180
9 C 0.064441 -1.461073 0.944137
10 C -0.772796 -0.301486 0.338449
11 C -1.826206 0.340046 1.209859
12 C -2.111838 1.752561 0.691505
13 C -3.352793 2.395729 1.247082
14 F -3.157667 2.801189 2.511569
15 Br -4.930862 1.264734 1.193571
16 C -3.717718 3.673050 0.432135
17 F -4.148967 3.266760 -0.758688
18 F -4.703329 4.329592 0.984796
19 Br -2.220791 4.857632 0.169068
20 C -1.223967 -0.976186 -0.998518
21 C -2.258120 -2.045986 -0.690945
22 C -3.451509 -2.119503 -1.676733
23 C -4.816302 -2.340998 -1.001041
24 Cl -5.919895 -1.001157 -1.455608
25 N 0.118360 -1.450267 -1.427533
26 B 0.323212 -2.012070 -2.850374
27 O 1.613243 -2.075177 -3.274770
28 C -0.827126 -2.459796 -3.808895
29 C -0.393074 -2.187631 -5.278687
30 H 4.529042 -0.967023 3.096056
31 H 5.511122 0.038353 2.061529
32 H 5.483570 -1.675468 1.725612
33 H 4.095422 -0.059341 0.231170
34 H 2.982231 0.044092 1.594178
35 H 3.813439 -2.530984 0.320288
36 H 2.573306 -2.272266 1.565842
37 H 0.019651 -4.900100 1.484173
38 H 1.681779 -4.864484 1.733808
39 H 0.272521 -5.211549 -1.788761
40 H 0.723929 -1.049532 1.698302
41 H -0.603339 -2.131799 1.477954
42 H -0.034731 0.494354 0.171693
43 H -1.369278 0.465536 2.187480
44 H -2.711793 -0.257232 1.367582
45 H -2.088612 1.828445 -0.387854
46 H -1.289010 2.372436 1.030138
47 H -1.570181 -0.133063 -1.585954
48 H -2.646285 -1.984187 0.318099
49 H -1.747751 -3.005314 -0.755573
50 H -3.275628 -2.963781 -2.331681
51 H -3.483431 -1.249918 -2.321213
52 H -5.240070 -3.268293 -1.347825
53 H -4.722567 -2.371856 0.074416
54 H 0.629830 -0.555837 -1.474263
55 H 1.977961 -1.173188 -3.348142
56 H -0.982971 -3.532737 -3.689150
57 H -1.723909 -1.871481 -3.645153
58 H -0.231731 -1.116787 -5.354681
59 H -1.252270 -2.398976 -5.900605
60 H 0.474341 -2.757134 -5.564881
61 C 4.849914 3.380957 2.638535
62 O 5.466237 2.319846 1.905540
63 H 4.480950 2.969601 3.575173
64 H 5.575883 4.167915 2.855260
65 H 4.013972 3.799881 2.074591
66 H 5.788103 2.695541 1.079156
67 C -2.488818 -2.144677 -9.080044
68 O -2.080806 -3.356050 -8.447281
69 H -2.953780 -1.512527 -8.327685
70 H -1.627383 -1.621859 -9.502794
71 H -3.214169 -2.348913 -9.870281
72 H -1.671336 -3.908565 -9.121390
73 C 4.601827 -3.478613 4.780739
74 O 5.853387 -3.185131 4.171612
75 H 3.814376 -3.148611 4.105444
76 H 4.497456 -4.553332 4.951696
77 H 4.500164 -2.948583 5.730969
78 H 6.543788 -3.478686 4.775911
79 C 1.516425 5.483931 1.050685
80 O 2.140507 4.495429 0.216309
81 H 1.234914 5.015091 1.987582
82 H 2.212104 6.298919 1.250930
83 H 0.623187 5.872264 0.559401
84 H 2.381830 4.930708 -0.608435
85 C -2.606325 -1.532352 4.551871
86 O -3.375162 -1.428796 3.354059
87 H -1.941453 -2.386863 4.452270
88 H -2.008623 -0.629441 4.704647
89 H -3.257659 -1.686754 5.413679
90 H -3.962155 -0.670170 3.452465
91 C 1.695614 9.010251 2.857830
92 O 2.643140 7.958419 3.064075
93 H 1.143441 8.798361 1.947386
94 H 0.998245 9.053854 3.694295
95 H 2.208788 9.969126 2.752687
96 H 3.125181 8.157660 3.873642
97 C -9.268446 -0.138822 -3.462984
98 O -8.038837 0.227956 -4.080818
99 H -10.076468 0.145389 -4.131533
100 H -9.308612 -1.218172 -3.294708
101 H -9.393569 0.384434 -2.511336
102 H -7.327281 -0.026400 -3.484257
103 C 3.078098 -7.518508 -0.058855
104 O 1.682951 -7.535795 -0.360276
105 H 3.528473 -8.399155 -0.506697
106 H 3.550996 -6.624463 -0.474774
107 H 3.238200 -7.547459 1.022271
108 H 1.290807 -6.754750 0.043086
109 C 4.291594 2.133940 -2.015059
110 O 3.324123 1.234465 -2.554986
111 H 4.792438 2.649680 -2.829468
112 H 3.801204 2.870893 -1.373864
113 H 5.032570 1.574456 -1.438420
114 H 2.906168 0.799876 -1.802357
115 C -1.426500 6.322189 4.040392
116 O -0.235778 6.727832 3.368109
117 H -2.281218 6.633940 3.445809
118 H -1.444733 5.234076 4.150115
119 H -1.489839 6.788454 5.026444
120 H 0.511246 6.443492 3.906871

Atoms 1-2, force components in eV/Å:
C 0.084 0.777 -0.644
C -0.328 -0.358 0.011